Record 1
Entry from the Open Molecules 2025 dataset: a molecular structure, C46H44MnN5O (wB97M-V/def2-TZVPD).

XYZ file:
```
97
Properties=species:S:1:pos:R:3:forces:R:3
Mn -0.27263 -0.00576 0.10286 0.275 -0.336 -0.104
N 9.90013 -2.46344 -2.32453 -0.154 0.066 0.005
C 8.84373 -2.05753 -2.12085 0.056 -0.053 -0.074
C 7.52563 -1.55333 -1.83499 -0.058 -0.050 0.060
C 6.58842 -2.37795 -1.21480 0.055 -0.031 -0.061
C 5.35180 -1.87418 -0.85780 -0.133 -0.052 0.137
C 5.05180 -0.54438 -1.11354 0.010 0.014 -0.075
C 5.95475 0.26476 -1.78677 -0.044 0.168 -0.055
C 7.19172 -0.23802 -2.14465 0.091 0.023 -0.036
N 3.81908 0.01081 -0.67296 0.258 -0.032 0.243
C 3.63487 1.29702 -0.19387 0.101 -0.017 -0.134
C 2.32936 1.38993 0.13413 -0.044 -0.102 0.029
N 1.71612 0.17960 -0.12239 0.120 0.107 0.565
C 2.64097 -0.62579 -0.58476 -0.101 -0.069 -0.065
H 6.83997 -3.40802 -1.00049 -0.010 0.031 0.030
H 4.63333 -2.50134 -0.34528 0.045 -0.010 0.085
H 5.68184 1.28209 -2.04164 0.025 -0.061 0.011
H 7.90317 0.38398 -2.67098 -0.008 0.020 0.054
H 4.43360 2.01629 -0.13560 -0.021 -0.100 -0.014
H 1.79019 2.24195 0.51131 -0.052 -0.036 -0.007
H 2.48979 -1.64493 -0.89992 0.006 0.027 0.065
C -2.78839 -2.65664 4.53227 -0.012 0.018 0.037
C -1.44221 -2.54360 4.84076 0.016 0.016 -0.023
C -0.51769 -2.14783 3.88433 0.080 0.071 -0.181
C -0.90366 -1.84420 2.56242 -0.072 -0.179 0.082
C -2.26478 -1.98533 2.27588 0.085 -0.234 -0.021
C -3.18660 -2.37182 3.23491 0.003 -0.020 -0.024
N 0.02821 -1.41119 1.57817 0.071 0.522 -0.514
C 1.34919 -1.84655 1.90517 -0.143 -0.012 0.182
C 1.71948 -3.16443 1.64099 0.061 -0.014 -0.070
C 2.94627 -3.66179 2.06691 -0.012 0.007 -0.049
C 3.82809 -2.84821 2.76623 0.063 0.040 -0.062
C 3.47994 -1.52533 3.01542 -0.002 0.022 -0.038
C 2.25271 -1.03345 2.59216 0.002 0.026 -0.022
H -3.50580 -2.97020 5.28135 0.032 0.032 -0.040
H -1.09857 -2.76235 5.84494 0.028 0.003 -0.021
H 0.51822 -2.06705 4.17944 0.035 -0.008 0.003
H -2.60598 -1.79589 1.28118 -0.023 -0.134 -0.190
H -4.22978 -2.46240 2.95167 0.040 0.032 -0.017
H 1.01140 -3.80427 1.12596 0.009 0.010 0.022
H 3.20619 -4.69505 1.86676 -0.025 0.020 0.016
H 4.77364 -3.23982 3.12421 -0.049 0.016 -0.047
H 4.15691 -0.88210 3.56705 -0.039 -0.021 -0.028
H 1.96131 -0.01545 2.82578 -0.005 -0.003 -0.004
C 3.10472 1.78207 -4.05313 0.030 0.083 0.045
C 2.46916 2.85983 -3.44309 -0.050 0.010 -0.016
C 1.36378 2.65844 -2.63397 -0.113 -0.107 0.011
C 0.84568 1.37183 -2.40821 -0.295 0.106 -0.148
C 1.48876 0.30582 -3.03896 -0.103 0.033 -0.175
C 2.60517 0.50636 -3.84338 -0.004 -0.107 -0.006
N -0.29339 1.17049 -1.57835 0.056 -0.170 0.445
C -1.39879 2.00270 -1.92637 0.346 0.203 -0.196
C -1.79005 2.15162 -3.26719 0.218 0.218 0.104
C -2.89049 2.91886 -3.60782 0.113 0.054 -0.078
C -3.64507 3.55348 -2.62823 -0.006 -0.031 0.005
C -3.24840 3.44336 -1.30506 -0.043 -0.013 0.003
C -2.12672 2.69766 -0.97052 0.071 0.009 0.051
H 3.96374 1.93913 -4.69575 -0.052 -0.012 0.028
H 2.83324 3.86913 -3.60144 0.000 -0.051 0.006
H 0.87859 3.50328 -2.16086 -0.046 0.017 -0.009
H 1.07691 -0.69001 -2.91714 -0.028 -0.009 -0.020
H 3.07298 -0.34302 -4.33145 -0.035 0.030 0.038
H -1.23132 1.63701 -4.03861 0.018 -0.011 -0.028
H -3.16537 3.01607 -4.65234 -0.016 -0.045 0.046
H -4.52747 4.12224 -2.89504 0.059 0.014 0.010
H -3.80898 3.94494 -0.52428 0.033 -0.028 -0.003
H -1.78894 2.64817 0.05028 -0.059 -0.029 0.272
C -1.52227 1.34597 2.98363 -0.213 -0.151 0.164
C -3.00048 1.68326 2.79369 0.152 0.093 -0.183
C -3.15691 3.21408 2.73783 -0.164 -0.139 0.002
C -3.80664 0.97877 1.68335 0.250 0.117 0.000
C -5.18498 1.10758 1.84162 -0.052 0.013 0.000
C -6.08796 0.53248 0.97249 -0.057 0.025 0.037
C -5.60304 -0.22473 -0.07694 -0.089 -0.109 -0.015
C -4.24338 -0.39870 -0.29781 0.157 -0.142 -0.064
C -3.88415 -1.21849 -1.54406 0.219 0.262 -0.010
C -2.77358 -2.26752 -1.44036 -0.364 -0.098 0.062
C -3.58895 -0.28168 -2.72066 -0.003 -0.184 0.130
C -3.32841 0.24127 0.57474 -0.234 0.140 0.018
O -2.01209 0.10215 0.35086 -0.580 0.227 0.026
H -1.13353 1.91781 3.83043 -0.044 -0.019 0.019
H -0.92636 1.62540 2.12018 0.149 0.126 -0.251
H -1.37565 0.28787 3.19235 0.024 0.199 -0.042
H -3.49021 1.36160 3.71541 -0.051 -0.038 0.071
H -2.55344 3.65154 1.94221 0.046 -0.009 -0.099
H -2.83041 3.65316 3.68512 -0.001 -0.011 -0.077
H -4.19546 3.50280 2.56764 0.056 0.032 0.016
H -5.55762 1.67658 2.68844 0.047 -0.042 -0.015
H -7.15445 0.65656 1.11785 0.048 -0.022 0.015
H -6.30492 -0.71489 -0.74528 0.064 0.048 -0.009
H -4.79351 -1.77230 -1.78422 -0.080 -0.006 0.006
H -1.80979 -1.82142 -1.23688 0.275 0.117 0.057
H -2.69457 -2.79853 -2.39352 -0.030 0.032 0.043
H -2.98392 -3.00526 -0.66659 0.042 -0.026 0.076
H -2.61035 0.18287 -2.59444 -0.287 -0.306 -0.012
H -4.33083 0.51619 -2.79149 0.043 -0.028 -0.007
H -3.58559 -0.84068 -3.66109 0.020 0.016 0.005
```
Positions in Å, forces in eV/Å.

As for the spin multiplicity: 5. The value obtained for the energy above the lowest of the compared OMol25 structures with the same formula, charge and spin is 34.6 kcal per mole. Its LUMO energy (alpha / beta) is -0.61 / -0.60 eV.


Record 2
Entry from the Open Molecules 2025 dataset: 3 unconnected molecules or ions with the total composition C5H8O at a distorted geometry (wB97M-V/def2-TZVPD).

XYZ file:
```
14
Properties=species:S:1:pos:R:3:forces:R:3
O 1.42905 -1.55878 0.81630 0.508 -0.651 -0.490
C 0.76980 -0.70166 0.01844 -0.510 1.590 -2.125
C -0.72333 -0.88596 -0.00682 -0.315 -0.220 -0.586
C -1.25185 0.53327 0.02339 -0.111 0.863 -3.572
C -0.06142 1.44916 0.18136 -3.049 1.147 0.087
C 1.05005 0.78530 0.14058 2.183 -2.141 -0.067
H 1.75747 -1.04074 1.54997 0.622 0.104 0.264
H 0.86212 -0.78415 -1.98700 0.522 -0.044 2.660
H -1.00347 -1.32771 -0.94650 -0.161 -0.289 0.024
H -1.13106 -1.57909 0.72434 0.349 0.257 0.685
H -1.42561 0.69497 -1.53513 -0.338 0.098 4.198
H -2.10530 0.68569 0.72209 0.231 0.277 -1.298
H -0.21361 2.54282 0.17265 0.322 -0.744 0.197
H 2.05740 1.20307 0.13193 -0.253 -0.247 0.024
```
Positions in Å, forces in eV/Å.

As for the spin multiplicity: 1. The value obtained for the energy above the lowest of the compared OMol25 structures with the same formula, charge and spin is 146.2 kcal per mole. Its LUMO energy (alpha / beta) is 0.18 / 0.17 eV.


Record 3
Entry from the Open Molecules 2025 dataset: 3 unconnected molecules or ions with the total composition C5H10N2O at a distorted geometry (wB97M-V/def2-TZVPD).

XYZ file:
```
18
Properties=species:S:1:pos:R:3:forces:R:3
C 0.76543 -1.53852 2.29621 -0.159 -0.151 0.638
C -0.63550 3.82952 -0.87685 -1.262 -0.160 -1.687
C -1.14287 -0.48354 0.39319 -1.087 -1.274 -1.383
C -1.61074 -1.71589 -0.41313 -1.909 3.219 -1.102
C 2.46995 -1.48581 0.39127 1.883 2.597 -1.142
N 1.56749 -1.54136 1.46130 0.132 -0.499 -0.438
N -0.83531 0.53936 -0.23550 0.637 1.006 -2.365
O -0.19368 3.61000 0.20424 0.411 0.033 0.591
H -0.01162 4.05751 -1.78752 -0.113 0.003 0.692
H -1.75397 3.75187 -1.10771 0.971 0.156 0.352
H -1.18515 -0.49866 1.40569 -0.152 -0.223 3.238
H -1.56949 -2.73097 -0.12802 -0.156 -0.779 1.242
H -0.92900 -1.59969 -1.20980 0.445 -0.272 -1.597
H -2.67614 -1.38249 -0.83449 2.169 -1.121 0.893
H 2.82547 -2.41728 -0.03200 -0.499 -0.499 0.354
H 3.43266 -0.95255 0.75678 -1.605 -0.715 -0.620
H 2.04340 -0.85767 -0.47273 0.461 -0.868 1.378
H -0.56092 1.41616 0.18906 -0.166 -0.452 0.957
```
Positions in Å, forces in eV/Å.

As for the spin multiplicity: 1. The value obtained for the energy above the lowest of the compared OMol25 structures with the same formula, charge and spin is 98.1 kcal per mole. Its LUMO energy is 0.81 eV.